Entry 1:
A cluster of 2 separate species, C4H11B in total in a non-equilibrium geometry. Source: the Open Molecules 2025 dataset; level of theory: the ωB97M-V functional and the def2-TZVPD basis.

Computed properties:
Orbital gap   0.332 Ha
HOMO   -8.50 eV
Energy above the lowest of the compared OMol25 structures with the same formula, charge and spin   62.3 kcal/mol

XYZ file:
```
16
Properties=species:S:1:pos:R:3:forces:R:3
B 2.449 0.297 -0.183 -0.2 1.2 0.3
C 1.541 -0.705 0.124 4.2 -1.7 1.9
C 3.355 1.597 -0.292 1.7 -2.3 0.6
C -3.385 -0.359 0.099 1.0 -1.5 -2.4
C -1.839 -0.681 0.149 -0.3 2.3 -0.2
H -1.240 -0.355 1.067 -1.4 -0.7 -0.9
H 2.053 -1.616 0.747 -0.9 2.2 -1.4
H 0.573 -0.971 -0.053 -2.3 -0.2 -0.8
H 4.403 1.392 0.164 -1.8 0.2 -0.3
H 2.952 2.485 0.125 -0.5 0.6 0.9
H 3.640 1.867 -1.277 0.0 0.0 -1.3
H -3.875 -1.077 0.681 -0.9 -0.6 1.7
H -3.697 0.637 0.291 -0.1 0.8 0.4
H -3.870 -0.675 -0.906 1.3 0.8 1.0
H -1.728 -1.718 -0.072 0.4 -0.8 0.1
H -1.332 -0.118 -0.662 -0.3 -0.4 0.2
```
Positions in Å, forces in eV/Å.

---

Entry 2:
A structure of composition C38H27AuN2S3SbSe4 in a non-equilibrium geometry. Source: the Open Molecules 2025 dataset; level of theory: the ωB97M-V functional and the def2-TZVPD basis.

Computed properties:
Orbital gap (alpha / beta)   0.259 / 0.220 Ha
Multiplicity   3
HOMO (alpha / beta)   -9.92 / -10.64 eV
Charge   +1
Energy above the lowest of the compared OMol25 structures with the same formula, charge and spin   18.1 kcal/mol

XYZ file:
```
76
Properties=species:S:1:pos:R:3:forces:R:3
Au -1.410 1.218 0.416 0.6 -0.4 -0.6
S 5.710 1.179 -2.934 0.5 0.5 -0.7
C 5.590 1.368 -4.649 -0.5 -0.8 0.4
C 4.278 1.303 -5.033 0.4 -0.1 -0.6
C 3.362 1.239 -3.970 -1.0 0.2 0.0
C 4.026 1.198 -2.758 -1.5 0.4 0.7
C 3.404 1.433 -1.424 0.4 -0.1 -0.8
C 2.117 0.936 -1.167 0.0 -0.6 -0.1
N 1.431 1.197 -0.081 -0.3 -0.5 -0.3
C 1.949 1.991 0.861 1.2 0.3 -1.2
C 3.263 2.542 0.709 -1.6 -1.3 -0.6
C 3.748 3.477 1.617 0.4 0.7 0.6
C 2.944 3.915 2.595 1.3 0.4 1.2
C 1.648 3.394 2.811 -0.4 0.3 0.0
C 0.834 3.904 3.842 -0.2 0.1 0.2
C -0.484 3.482 3.911 0.4 -0.3 -0.5
C -0.945 2.515 2.977 1.5 1.5 1.3
N -0.147 2.075 2.052 -1.4 -1.8 -1.5
C 1.112 2.449 1.902 0.9 1.4 1.8
C -1.436 4.044 4.842 0.1 -0.4 1.7
C -2.346 5.022 4.633 -0.8 -0.3 -0.1
C -3.108 5.279 5.787 -0.5 0.3 1.8
C -2.778 4.494 6.887 -0.9 1.3 -0.2
S -1.509 3.441 6.516 0.3 0.2 -1.3
C 3.956 2.231 -0.456 0.6 0.5 0.0
H 6.453 1.344 -5.288 0.2 0.0 0.0
H 3.946 1.251 -6.061 0.2 0.3 -0.1
H 2.249 1.339 -4.194 1.6 -0.2 0.9
H 1.668 0.278 -1.915 -0.1 0.2 0.2
H 4.746 3.895 1.548 0.0 -0.2 -0.3
H 3.423 4.619 3.287 -0.8 -0.1 0.0
H 1.250 4.653 4.565 -0.5 -0.8 -0.8
H -1.936 2.137 3.036 -0.7 -0.2 0.0
H -2.646 5.463 3.683 0.6 0.0 0.1
H -3.827 6.103 5.838 0.1 -0.5 0.0
H -3.212 4.564 7.908 0.5 -0.2 -1.0
H 4.886 2.793 -0.550 0.0 -0.5 -0.5
Se -3.075 1.299 -1.392 -0.1 -0.1 0.4
Se -3.736 3.336 -0.568 0.2 0.2 -0.3
Se -2.000 4.721 -1.573 0.1 -0.6 0.3
Se -0.239 3.387 -1.162 -0.4 0.5 -0.1
S -1.149 -1.185 1.362 0.0 0.7 0.4
Sb -1.191 -2.809 -0.213 0.3 -0.5 -1.5
C -0.795 -2.121 -2.192 -0.2 -0.6 0.1
C -1.893 -1.512 -2.803 2.1 0.3 -0.3
C -1.687 -0.815 -3.983 -0.6 1.2 -0.5
C -0.450 -0.801 -4.621 0.1 0.0 0.7
C 0.593 -1.543 -4.061 0.6 0.5 -1.3
C 0.433 -2.202 -2.860 -0.5 0.4 -0.2
C -3.180 -3.479 -0.421 -1.0 -0.2 0.8
C -4.136 -2.661 0.197 0.1 -0.1 -1.1
C -5.494 -2.930 -0.003 0.3 -0.1 0.2
C -5.932 -4.127 -0.612 0.5 1.7 0.5
C -4.973 -4.984 -1.133 0.1 0.3 0.3
C -3.638 -4.634 -1.056 0.4 0.6 0.4
C 0.352 -4.185 0.213 0.0 0.1 0.1
C 0.660 -4.319 1.543 0.1 -0.4 0.5
C 1.769 -5.112 1.955 -2.1 1.5 -0.2
C 2.525 -5.703 0.994 -0.6 1.1 -1.6
C 2.276 -5.490 -0.395 1.5 -2.1 0.8
C 1.167 -4.788 -0.746 -0.2 0.7 -1.4
H -2.809 -1.438 -2.297 -1.3 0.0 0.5
H -2.478 -0.108 -4.297 0.4 -0.8 -0.1
H -0.244 -0.140 -5.458 -0.3 -0.3 -0.1
H 1.578 -1.531 -4.593 -0.9 -0.2 0.7
H 1.299 -2.723 -2.524 0.3 -0.3 0.8
H -3.783 -1.770 0.703 -0.3 0.1 0.1
H -6.182 -2.156 0.338 -0.1 -0.5 0.0
H -7.002 -4.226 -0.653 -0.1 -0.6 -0.3
H -5.161 -5.933 -1.590 -0.6 -0.3 -0.2
H -2.934 -5.308 -1.455 0.8 -0.8 -0.6
H 0.002 -3.781 2.223 0.5 -0.3 0.4
H 1.962 -5.162 3.010 0.3 -0.3 0.2
H 3.372 -6.188 1.323 1.7 -1.3 0.3
H 2.962 -6.033 -1.144 -1.3 1.2 1.1
H 1.008 -4.612 -1.804 -0.3 -0.2 0.1
```
Positions in Å, forces in eV/Å.

---

Entry 3:
The molecule C4H5NOS in a non-equilibrium geometry. Source: the Open Molecules 2025 dataset; level of theory: the ωB97M-V functional and the def2-TZVPD basis.

Computed properties:
Orbital gap   0.338 Ha
HOMO   -9.09 eV
Energy above the lowest of the compared OMol25 structures with the same formula, charge and spin   52.4 kcal/mol

XYZ file:
```
12
Properties=species:S:1:pos:R:3:forces:R:3
C 1.261 0.305 1.088 0.6 -0.7 -1.7
C 1.201 0.179 -0.262 -0.2 0.5 0.7
C 0.571 -1.002 -0.924 0.2 -0.5 0.7
C -2.068 0.651 -0.051 0.8 0.9 -0.3
H 0.973 -0.487 1.779 -0.2 0.3 -0.3
H 1.800 1.148 1.480 0.0 0.2 0.3
H 1.658 0.964 -0.906 -0.5 -0.7 0.5
H 1.159 -1.543 -1.706 -0.3 0.6 0.6
H -2.938 1.139 0.469 0.4 -0.7 -0.2
N -0.492 -1.639 -0.592 -0.5 0.9 -0.2
O -1.406 1.260 -0.859 -0.5 -0.2 0.2
S -1.719 -0.975 0.486 0.4 -0.6 -0.2
```
Positions in Å, forces in eV/Å.

---

Entry 4:
The molecule C2H4BrOP in a non-equilibrium geometry. Source: the Open Molecules 2025 dataset; level of theory: the ωB97M-V functional and the def2-TZVPD basis.

Computed properties:
Orbital gap   0.321 Ha
HOMO   -9.68 eV
Energy above the lowest of the compared OMol25 structures with the same formula, charge and spin   22.7 kcal/mol

XYZ file:
```
9
Properties=species:S:1:pos:R:3:forces:R:3
C -0.353 -0.047 -0.641 -2.0 2.4 1.5
C 0.674 0.316 0.472 -3.2 -1.7 0.9
O -0.527 -0.774 -3.131 -0.6 0.4 -1.5
P 0.033 -1.315 -1.903 0.6 -0.4 1.2
Br -0.270 1.179 2.095 0.9 -0.2 -1.5
H -1.445 -0.376 -0.215 2.6 0.6 -0.7
H -0.551 0.985 -1.094 -0.1 -1.6 -0.1
H 1.487 0.822 0.073 1.2 1.6 -0.3
H 1.020 -0.549 0.966 0.6 -1.0 0.5
```
Positions in Å, forces in eV/Å.

---

Entry 5:
A cluster of 2 separate species, C10H11N2O2 in total in a non-equilibrium geometry. Source: the Open Molecules 2025 dataset; level of theory: the ωB97M-V functional and the def2-TZVPD basis.

Computed properties:
Orbital gap   0.240 Ha
HOMO   -2.99 eV
Charge   -1
Energy above the lowest of the compared OMol25 structures with the same formula, charge and spin   44.1 kcal/mol

XYZ file:
```
25
Properties=species:S:1:pos:R:3:forces:R:3
C -1.533 -2.286 1.928 -0.7 -0.5 -1.3
C -0.826 -1.346 2.601 -0.6 -0.8 1.3
C 0.122 -1.734 0.679 3.3 -1.0 -2.7
C 1.298 0.122 -1.520 0.7 0.4 0.5
C 1.572 1.503 -1.981 -0.6 -1.0 0.0
C 2.280 -0.517 -0.834 1.1 -1.3 0.7
C -0.175 -0.221 -1.735 1.2 0.1 2.2
C 0.183 2.065 -2.434 1.1 0.2 -1.0
C -0.860 1.140 -1.806 1.2 -0.8 -2.3
C 1.309 -0.162 2.185 2.7 1.4 -2.8
N -0.929 -2.521 0.689 -1.0 0.1 1.0
N 0.292 -1.101 1.836 -0.9 0.9 2.1
O 3.306 -0.932 -0.373 -2.9 1.4 -1.6
O 2.625 2.109 -1.978 -0.2 0.2 -0.1
H -2.476 -2.815 2.086 0.3 0.5 0.6
H -0.988 -0.986 3.595 0.1 0.3 0.3
H -0.186 -0.966 -2.472 -0.7 -0.4 -2.0
H -0.546 -0.803 -0.885 0.2 0.3 0.0
H 0.228 3.090 -2.082 -0.5 0.3 -0.1
H 0.152 2.090 -3.575 0.0 -0.1 1.4
H -1.762 1.053 -2.374 -0.7 0.3 -0.4
H -1.082 1.441 -0.834 -0.4 0.5 1.7
H 0.941 0.921 2.021 0.6 -1.5 1.1
H 1.986 -0.369 3.066 -1.6 0.3 -0.3
H 2.132 -0.244 1.341 -1.9 0.1 1.7
```
Positions in Å, forces in eV/Å.

---

Entry 6:
A cluster of 9 separate species, C16H52ClN4O12 in total in a non-equilibrium geometry. Source: the Open Molecules 2025 dataset; level of theory: the ωB97M-V functional and the def2-TZVPD basis.

Computed properties:
Orbital gap   0.335 Ha
HOMO   -6.56 eV
Charge   -1
Energy above the lowest of the compared OMol25 structures with the same formula, charge and spin   4.3 kcal/mol

XYZ file:
```
85
Properties=species:S:1:pos:R:3:forces:R:3
Cl -13.536 8.723 3.284 -0.7 -1.8 -1.0
O -12.662 9.007 2.165 0.6 0.0 0.8
O -13.662 7.290 3.475 0.4 0.3 -0.3
O -13.052 9.264 4.531 0.3 0.9 -0.2
O -14.830 9.228 2.914 -0.5 0.7 0.6
O -16.435 11.456 1.143 0.0 0.3 0.0
H -16.470 10.890 1.920 0.1 0.0 0.0
H -15.482 11.678 1.062 -0.2 -0.3 0.1
O -17.419 7.335 3.046 -0.1 0.1 -0.1
H -17.208 6.956 3.906 0.1 0.0 0.0
H -16.705 7.965 2.881 0.1 0.0 0.1
O -10.155 7.505 4.643 0.0 0.1 -0.2
H -11.037 7.877 4.527 -0.2 -0.2 0.1
H -9.609 8.109 4.119 0.1 0.1 0.2
O -14.314 5.515 5.671 0.0 -0.1 0.0
H -14.526 6.121 6.397 -0.1 0.1 -0.2
H -14.095 6.110 4.936 0.0 -0.1 0.1
C -12.962 14.008 1.014 0.0 -0.4 -0.9
C -12.819 12.631 1.659 0.9 1.1 0.6
C -13.216 12.707 3.136 -0.5 -0.7 -0.7
O -12.268 13.476 3.834 0.1 0.1 0.0
C -12.104 13.061 5.171 0.1 0.0 0.0
N -13.596 11.624 0.951 0.8 0.1 -0.5
H -12.318 14.752 1.478 -0.4 0.1 0.4
H -14.018 14.279 0.957 0.1 0.3 0.3
H -12.607 13.977 -0.026 -0.1 -0.2 0.0
H -11.731 12.456 1.670 -0.1 -0.5 -0.1
H -13.276 11.688 3.537 0.1 0.0 0.1
H -14.236 13.118 3.166 0.1 0.2 0.3
H -11.283 13.640 5.591 -0.1 0.1 0.0
H -11.833 12.002 5.240 -0.1 0.0 -0.1
H -13.019 13.225 5.749 0.0 0.0 0.1
H -13.189 10.711 1.159 -0.5 -0.1 0.3
H -13.364 11.747 -0.035 -0.3 0.0 0.0
C -14.366 8.189 -1.176 0.5 0.4 -1.9
C -15.329 7.057 -0.907 0.5 0.3 2.6
C -14.770 6.260 0.298 -0.5 -0.8 -0.3
O -13.490 5.771 -0.035 0.2 -0.2 -0.3
C -13.108 4.614 0.697 -0.1 1.3 0.4
N -16.638 7.626 -0.555 -0.5 -0.9 -0.1
H -13.338 7.857 -1.335 0.0 -0.3 0.4
H -14.365 8.982 -0.429 -0.2 -0.3 0.3
H -14.606 8.674 -2.134 -0.3 0.0 0.2
H -15.436 6.293 -1.674 0.0 0.5 -0.6
H -15.429 5.391 0.483 -0.1 0.1 -0.1
H -14.787 6.809 1.244 0.3 0.4 -0.1
H -13.088 4.900 1.756 0.0 -0.4 0.1
H -12.086 4.394 0.398 -0.1 -0.3 -0.1
H -13.810 3.793 0.532 0.1 -0.1 0.0
H -17.227 6.832 -0.297 -0.2 0.2 -0.2
H -16.594 8.125 0.331 0.4 0.3 -0.2
C -7.999 7.143 1.714 0.1 -0.9 0.8
C -8.219 8.590 1.325 0.5 0.1 -0.5
C -7.809 9.585 2.421 0.3 -0.5 0.4
O -8.803 9.811 3.401 0.1 -0.1 -0.3
C -9.884 10.595 2.933 -0.1 0.7 0.1
N -7.459 8.865 0.084 0.0 0.2 0.1
H -7.019 6.725 1.462 0.1 0.4 -0.3
H -8.739 6.474 1.274 0.0 0.1 -0.2
H -8.074 6.976 2.794 -0.2 0.2 0.0
H -9.286 8.665 1.113 0.0 0.4 -0.1
H -7.421 10.518 1.992 -0.5 0.2 -0.1
H -6.953 9.163 2.962 -0.1 0.0 0.0
H -10.642 10.604 3.714 -0.1 -0.2 -0.1
H -10.332 10.242 2.003 0.0 -0.3 0.1
H -9.576 11.638 2.770 0.2 -0.1 0.0
H -7.500 9.863 -0.111 -0.2 -0.1 -0.2
H -6.470 8.709 0.266 -0.1 -0.2 0.0
C -13.514 10.135 8.308 0.1 -1.1 0.9
C -14.506 8.955 8.261 0.3 0.7 -1.2
C -15.909 9.499 8.113 -0.4 0.4 -0.1
O -16.859 8.479 8.303 -0.2 -0.1 0.2
C -18.149 8.987 8.580 0.6 0.1 -0.6
N -14.206 8.082 7.106 0.5 -0.4 0.8
H -13.638 10.755 7.424 0.1 0.3 0.1
H -12.519 9.684 8.351 0.1 0.2 -0.4
H -13.595 10.660 9.264 -0.3 0.4 -0.3
H -14.367 8.325 9.139 -0.4 0.2 0.2
H -16.010 9.968 7.118 0.1 -0.4 -0.2
H -16.127 10.360 8.767 0.3 -0.3 0.5
H -18.810 8.137 8.714 0.0 0.0 0.2
H -18.507 9.575 7.725 -0.1 0.0 0.1
H -18.098 9.644 9.455 -0.3 -0.1 0.1
H -13.355 7.604 7.397 -0.1 -0.2 -0.4
H -13.907 8.597 6.279 -0.3 0.2 0.1
```
Positions in Å, forces in eV/Å.

---

> energy above the lowest of the compared OMol25 structures with the same formula, charge and spin of number 1 (C4H11B)?

62.3 kcal/mol

---

> energy above the lowest of the compared OMol25 structures with the same formula, charge and spin of number 2 (C38H27AuN2S3SbSe4)?

18.1 kcal/mol

---

> The highest energy above the lowest of the compared OMol25 structures with the same formula, charge and spin belongs to which entry?

C4H11B